# 1
The following is a DFT calculation (wB97M-V/def2-TZVPD) of C5H5F2N3 in the gas phase in a non-equilibrium geometry.

Summary:
LUMO: 0.5 eV
F_max: 0.0631 Eh/bohr
Multiplicity: 1
Energy relative to the best compared isomer or geometry (same formula, charge and spin): 95.3 kJ/mol
Net charge: 0
Gap between HOMO and LUMO: 9.87 eV

Geometry (Å):
C 1.2282 0.4041 2.0362
N 0.1976 0.9232 1.1720
C -0.1077 0.1636 0.0817
C -1.0915 0.6197 -0.8413
C -1.3613 -0.1717 -1.8923
F -2.1651 0.3982 -2.7461
N -0.9338 -1.4022 -2.1646
C -0.0016 -1.6604 -1.1967
F 0.7117 -2.7961 -1.4966
N 0.4985 -1.0088 -0.1723
H 2.1602 0.0783 1.5506
H 1.6394 1.3159 2.6321
H 0.7359 -0.4550 2.6197
H 0.1238 1.9758 1.1512
H -1.6344 1.6153 -0.7335

***

# 2
The following is a DFT calculation (wB97M-V/def2-TZVPD) of C5H5F3 in the gas phase.

Summary:
LUMO: 0.9 eV
F_max: 0.0182 Eh/bohr
Multiplicity: 1
Energy relative to the best compared isomer or geometry (same formula, charge and spin): 0.0 kJ/mol
Net charge: 0
Gap between HOMO and LUMO: 9.74 eV

Geometry (Å):
C 0.5507 -0.0129 1.6884
C 0.3490 -0.0200 0.1964
C -0.9984 -0.3811 -0.2838
C -1.5406 -0.0340 -1.4387
F -2.7691 -0.3666 -1.8078
F -0.9580 0.6852 -2.3800
C 1.3403 0.2625 -0.6467
F 2.5690 0.6025 -0.1968
H 1.6126 0.2191 1.9409
H 0.3316 -0.9867 2.1280
H -0.1246 0.7430 2.1592
H -1.6558 -0.9680 0.3686
H 1.2933 0.2568 -1.7277

***

# 3
The following is a DFT calculation (wB97M-V/def2-TZVPD) of C5H5FN2 in the gas phase.

Summary:
LUMO: 0.8 eV
F_max: 0.0188 Eh/bohr
Multiplicity: 1
Energy relative to the best compared isomer or geometry (same formula, charge and spin): 7.1 kJ/mol
Net charge: 0
Gap between HOMO and LUMO: 9.07 eV

Geometry (Å):
F 1.2097 -1.5432 2.2035
C 0.8488 -2.1392 1.0659
C 0.3041 -1.5001 0.0462
C 0.0027 -0.0761 -0.0331
N 0.2271 0.8355 0.9023
C -0.2333 2.0124 0.3550
C -0.7176 1.8197 -0.9095
N -0.5560 0.4771 -1.1383
H 1.0553 -3.2073 1.0580
H 0.0405 -2.1068 -0.8399
H -0.1852 2.9499 0.9105
H -1.1342 2.4927 -1.6453
H -0.8618 -0.0147 -1.9753

***

# 4
The following is a DFT calculation (wB97M-V/def2-TZVPD) of 2 unconnected molecules or ions with the total composition C5H5FNP in a non-equilibrium geometry.

Summary:
LUMO (alpha / beta): -0.7 / 0.0 eV
F_max: 0.0728 Eh/bohr
Multiplicity: 1
Energy relative to the best compared isomer or geometry (same formula, charge and spin): 181.4 kJ/mol
Net charge: 0
Gap between HOMO and LUMO (alpha / beta): 7.78 / 8.47 eV

Geometry (Å):
C 1.0632 -0.1817 0.7150
C 0.9019 1.1109 0.2938
C 0.0108 -1.0260 0.4946
C -0.2525 1.6203 -0.2295
C -1.1140 -0.4437 -0.0062
N -1.2890 0.7851 -0.3326
F -2.3665 -3.8323 -0.9467
P -3.3143 -2.8321 -0.0568
H 2.0139 -0.5491 0.9271
H 1.7011 1.7058 0.3893
H 0.0912 -2.1269 0.7295
H -0.3962 2.6429 -0.2884
H -3.2498 -1.7171 -0.8921

***

# 5
The following is a DFT calculation (wB97M-V/def2-TZVPD) of a molecular structure, C5H5FO4Pb in a non-equilibrium geometry.

Summary:
LUMO (alpha / beta): -6.4 / -8.3 eV
F_max: 0.0774 Eh/bohr
Multiplicity: 2
Energy relative to the best compared isomer or geometry (same formula, charge and spin): 91.1 kJ/mol
Net charge: +1
Gap between HOMO and LUMO (alpha / beta): 7.27 / 5.44 eV

Geometry (Å):
C 0.5241 0.3703 0.3304
C 0.4761 0.0899 -1.1803
O 1.8474 0.0385 -1.5413
C 2.5827 -0.2375 -0.4554
O 1.8408 -0.1318 0.6523
O 3.7405 -0.5395 -0.4811
O -0.4098 -0.1177 1.0808
F 0.6325 1.7539 0.5310
H -0.3625 0.7632 -1.7042
Pb -2.3841 -0.1123 1.3927
H 0.0265 -0.8830 -1.4105
C -4.1919 1.5091 -0.3990
C -3.5529 0.3795 -0.6343
H -4.3818 2.1528 0.4655
H -4.8429 1.9001 -1.1934
H -3.5278 -0.4889 -1.2991

***

# 6
The following is a DFT calculation (wB97M-V/def2-TZVPD) of a molecular structure, C5H5FO4Sr in a non-equilibrium geometry.

Summary:
LUMO (alpha / beta): -5.5 / -7.0 eV
F_max: 0.0581 Eh/bohr
Multiplicity: 2
Energy relative to the best compared isomer or geometry (same formula, charge and spin): 0.0 kJ/mol
Net charge: +1
Gap between HOMO and LUMO (alpha / beta): 7.18 / 5.71 eV

Geometry (Å):
C -0.3424 1.5056 0.3017
C -0.3557 2.1691 1.6856
O -1.7332 2.4070 1.9484
C -2.4940 1.8193 1.0213
O -1.7408 1.2053 0.1041
O -3.6907 1.7848 1.0534
O 0.4010 0.4691 0.1009
F -0.0749 2.4932 -0.6553
H 0.1952 3.1139 1.7052
Sr 2.5292 -0.5028 -0.0470
H 0.0955 1.4899 2.4665
C 3.8471 -1.6103 2.7527
C 3.8922 -0.4047 2.2100
H 2.9074 -2.0989 3.0365
H 4.7729 -2.1894 2.8922
H 4.7018 0.3211 2.0685

***

# 7
The following is a DFT calculation (wB97M-V/def2-TZVPD) of a molecular structure, C5H5FS2 in a non-equilibrium geometry.

Summary:
LUMO: -0.5 eV
F_max: 0.0998 Eh/bohr
Multiplicity: 1
Energy relative to the best compared isomer or geometry (same formula, charge and spin): 238.5 kJ/mol
Net charge: 0
Gap between HOMO and LUMO: 8.42 eV

Geometry (Å):
C 0.1380 -0.4578 -1.0900
C 1.1084 -1.0443 0.0881
C -0.0426 0.8775 -0.5981
C 0.1507 -1.9014 0.9848
C -0.4889 -1.8066 2.1677
H 1.0027 -0.3555 -1.9463
H 1.9596 -1.6722 -0.3580
H 0.1218 -2.7769 0.4261
H -1.3405 -2.6232 2.4982
H -0.4751 -1.1142 2.9001
F -0.9671 -1.1457 -1.4638
S 1.2971 0.7684 0.6556
S -1.1570 2.0346 -0.6344

***

# 8
The following is a DFT calculation (wB97M-V/def2-TZVPD) of C5H5I in the gas phase in a non-equilibrium geometry.

Summary:
LUMO: 0.1 eV
F_max: 0.0842 Eh/bohr
Multiplicity: 1
Energy relative to the best compared isomer or geometry (same formula, charge and spin): 88.5 kJ/mol
Net charge: 0
Gap between HOMO and LUMO: 9.24 eV

Geometry (Å):
C 0.0684 -0.8851 -0.8110
C -0.7576 -1.5277 -1.5534
C 1.2831 -0.2248 -0.1574
C 0.2879 0.6812 0.6558
C -1.0231 0.1413 -0.2128
I -2.6729 -0.7658 1.0390
H 1.8804 -0.8351 0.4244
H 1.8002 0.4488 -0.7702
H 0.3436 0.5056 1.6935
H 0.4343 1.7016 0.4615
H -1.6441 0.7600 -0.7695